## A
{"formula": "C3H11NO3", "method": "the ωB97M-V functional and the def2-TZVPD basis", "mol_weight_g_mol": 109.12, "multiplicity": 1, "smiles": "CN(C)C=O.O.O", "homo_lumo_gap_ha": 0.3786, "symbols": ["C", "N", "C", "C", "O", "H", "H", "H", "H", "H", "H", "H", "H", "H", "O", "H", "H", "O"], "coordinates": [[0.894, -0.049, 0.563], [0.167, -0.873, 1.343], [0.166, -2.281, 1.059], [-0.466, -0.384, 2.560], [1.605, -0.403, -0.357], [0.748, 1.018, 0.792], [1.156, -2.690, 0.919], [-0.365, -2.505, 0.127], [-0.311, -2.867, 1.847], [-0.442, 0.708, 2.543], [0.099, -0.711, 3.439], [-1.472, -0.780, 2.613], [0.147, 3.004, -2.596], [-0.310, 4.169, -3.433], [0.383, 3.500, -3.392], [-0.505, 0.572, -3.404], [-0.490, -0.033, -2.051], [-1.006, 0.604, -2.572]], "mulliken_charge": [0.11, 0.13, -0.94, -0.91, -0.59, 0.26, 0.35, 0.27, 0.37, 0.29, 0.33, 0.33, 0.32, 0.32, -0.64, 0.33, 0.31, -0.65]}


## B
{"formula": "C3H11NO3", "method": "the ωB97M-V functional and the def2-TZVPD basis", "mol_weight_g_mol": 109.12, "multiplicity": 1, "smiles": "OCCNCO.O", "homo_lumo_gap_ha": 0.3669, "symbols": ["C", "C", "O", "N", "C", "O", "H", "H", "H", "H", "H", "H", "H", "H", "H", "H", "H", "O"], "coordinates": [[0.656, -0.256, 1.011], [0.543, 1.299, 1.347], [1.388, 2.128, 0.638], [-0.297, -0.636, -0.067], [-0.085, -1.911, -0.619], [-0.712, -2.859, 0.226], [1.701, -0.404, 0.667], [0.667, -0.993, 1.852], [0.776, 1.498, 2.402], [-0.513, 1.585, 1.245], [1.197, 2.093, -0.391], [-1.237, -0.442, 0.247], [-0.501, -1.883, -1.640], [1.074, -2.225, -0.553], [-1.672, -2.816, 0.112], [-1.044, 2.731, -2.068], [-0.731, 1.211, -1.890], [-1.212, 1.879, -2.516]], "mulliken_charge": [-0.68, -0.41, -0.54, -0.09, -0.38, -0.53, 0.36, 0.38, 0.31, 0.25, 0.30, 0.21, 0.28, 0.26, 0.31, 0.32, 0.33, -0.67]}


A ends up most stable, edging out the next structure by 1.487 eV.


## A
{"formula": "C3H11NO3", "method": "the ωB97M-V functional and the def2-TZVPD basis", "mol_weight_g_mol": 109.12, "multiplicity": 1, "smiles": "OCCNCO.O", "homo_lumo_gap_ha": 0.3576, "symbols": ["C", "C", "O", "N", "C", "O", "H", "H", "H", "H", "H", "H", "H", "H", "H", "H", "H", "O"], "coordinates": [[-0.893, -1.061, 0.908], [-1.907, -0.339, 0.010], [-1.343, 0.708, -0.783], [0.030, -0.159, 1.551], [1.386, -0.510, 1.667], [2.151, -0.304, 0.472], [-0.349, -1.809, 0.340], [-1.493, -1.602, 1.659], [-2.435, -1.074, -0.606], [-2.669, 0.101, 0.659], [-0.409, 0.479, -0.868], [-0.389, 0.707, 1.849], [1.471, -1.580, 1.870], [1.833, 0.062, 2.493], [1.834, 0.528, 0.082], [1.222, 1.730, -3.031], [0.845, 1.781, -4.504], [1.114, 2.344, -3.769]], "mulliken_charge": [-0.60, -0.44, -0.47, -0.12, -0.48, -0.50, 0.36, 0.28, 0.29, 0.31, 0.27, 0.19, 0.32, 0.30, 0.30, 0.31, 0.32, -0.63]}


## B
{"formula": "C3H11NO3", "method": "the ωB97M-V functional and the def2-TZVPD basis", "mol_weight_g_mol": 109.12, "multiplicity": 1, "smiles": "NC(CO)CO.O", "homo_lumo_gap_ha": 0.3781, "symbols": ["C", "O", "C", "C", "O", "N", "H", "H", "H", "H", "H", "H", "H", "H", "H", "H", "H", "O"], "coordinates": [[-1.161, 0.347, 0.924], [-2.029, 1.384, 0.434], [0.311, 0.689, 0.721], [1.205, -0.126, 1.670], [2.370, 0.640, 2.047], [0.775, 0.501, -0.678], [-1.391, 0.163, 1.973], [-1.453, -0.523, 0.345], [-1.910, 2.144, 1.010], [0.444, 1.746, 0.961], [1.547, -1.004, 1.117], [0.717, -0.366, 2.599], [2.926, 0.687, 1.263], [0.055, -0.029, -1.158], [0.745, 1.427, -1.088], [-1.647, -2.912, -4.363], [-0.317, -2.595, -3.842], [-1.190, -2.174, -3.935]], "mulliken_charge": [-0.77, -0.51, 0.54, -0.80, -0.57, -0.70, 0.33, 0.34, 0.30, 0.31, 0.32, 0.36, 0.31, 0.24, 0.30, 0.31, 0.32, -0.63]}


## C
{"formula": "C3H11NO3", "method": "the ωB97M-V functional and the def2-TZVPD basis", "mol_weight_g_mol": 109.12, "multiplicity": 1, "smiles": "CN(C)C=O.O.O", "homo_lumo_gap_ha": 0.3855, "symbols": ["C", "N", "C", "C", "O", "H", "H", "H", "H", "H", "H", "H", "H", "H", "O", "H", "H", "O"], "coordinates": [[0.092, -0.413, 1.688], [0.584, 0.685, 1.055], [1.554, 0.449, -0.015], [-0.305, 1.828, 0.833], [0.452, -1.556, 1.479], [-0.630, -0.150, 2.479], [2.171, -0.392, 0.235], [1.068, 0.288, -0.975], [2.166, 1.339, -0.054], [0.068, 2.727, 1.333], [-0.431, 1.974, -0.235], [-1.276, 1.642, 1.288], [-1.007, -0.520, -1.930], [-2.496, -0.528, -2.330], [-1.800, 0.046, -2.005], [-0.026, -3.045, -1.516], [-0.038, -2.207, -0.182], [-0.145, -2.166, -1.150]], "mulliken_charge": [0.09, 0.09, -0.95, -0.96, -0.66, 0.39, 0.32, 0.31, 0.37, 0.29, 0.32, 0.39, 0.33, 0.29, -0.62, 0.27, 0.35, -0.60]}


C ends up most stable, edging out the next structure by 1.010 eV.